Entry 1:
119
Properties=species:S:1:pos:R:3 method="wB97M-V/def2-TZVPD" s_squared=0.77 spin_multiplicity=2 total_charge=+1 homo_energy_ev="-9.80 / -9.69" orbital_gap_ev="6.5 / 4.7"
In 1.7548 0.2587 -0.4834
C 0.9449 1.5651 4.0677
C -0.2731 1.8164 3.1805
C -1.2028 2.8587 3.8116
P 0.3627 2.1175 1.4369
C -1.2409 2.5745 0.5352
N -2.0641 1.4173 0.4035
Ge -0.9771 -0.5228 0.1684
N -1.4518 -0.5365 -1.7012
C -1.1499 0.6492 -2.4841
P 0.6228 1.0720 -2.7079
C 0.5110 2.8941 -3.1443
C -0.6799 3.2699 -4.0268
C 1.8111 3.4429 -3.7256
C 1.2277 0.0549 -4.1420
C 0.8150 -1.3959 -3.9027
C 0.7356 0.5391 -5.5059
C -2.8024 -0.8735 -1.8723
C -3.3842 -1.0117 -3.1354
C -4.7486 -1.1480 -3.2780
C -5.5711 -1.1161 -2.1643
C -5.0077 -1.0554 -0.9022
C -3.6309 -0.9961 -0.7568
N -2.9950 -1.0915 0.5498
C -3.5441 -0.1156 1.4499
C -4.4114 -0.3918 2.4875
C -5.0167 0.6303 3.2050
C -4.7804 1.9476 2.8490
C -3.8229 2.2401 1.9044
C -3.1121 1.2231 1.2416
C -3.0186 -2.4865 0.9348
C -4.1792 -3.1592 1.2718
C -4.1508 -4.4931 1.6444
C -2.9377 -5.1582 1.7000
C -1.7835 -4.5319 1.2871
C -1.7993 -3.1997 0.8335
N -0.7731 -2.5503 0.2301
C 0.5152 -3.1426 0.0377
P 1.9178 -2.1169 0.7197
C 1.5637 -1.8060 2.5176
C 2.8381 -1.3378 3.2217
C 0.8860 -2.9646 3.2420
C 3.4470 -3.1829 0.5689
C 3.5087 -4.3602 1.5448
C 3.6016 -3.7193 -0.8530
C 1.4356 3.6408 1.5257
C 0.9176 4.8498 2.3021
C 1.8210 4.0323 0.1010
H 0.6473 1.0568 4.9827
H 1.6849 0.9640 3.5454
H 1.4184 2.5043 4.3442
H -0.8414 0.8786 3.0693
H -0.6423 3.5784 4.3995
H -1.7898 3.4056 3.0826
H -1.9034 2.3598 4.4773
H -1.7262 3.3918 1.0778
H -0.9467 2.9224 -0.4626
H -1.5747 0.5533 -3.4868
H -1.6238 1.5208 -2.0101
H 0.3640 3.3615 -2.1634
H -0.5924 2.8593 -5.0267
H -1.6336 2.9639 -3.6055
H -0.7008 4.3542 -4.1230
H 1.9774 3.0888 -4.7379
H 1.7701 4.5297 -3.7548
H 2.6608 3.1424 -3.1220
H 2.3205 0.1293 -4.0976
H -0.2652 -1.5184 -3.9650
H 1.2755 -2.0339 -4.6555
H 1.1593 -1.7229 -2.9210
H -0.3525 0.5918 -5.5457
H 1.1555 1.5064 -5.7700
H 1.0635 -0.1736 -6.2613
H -2.7625 -1.0163 -4.0186
H -5.1718 -1.2520 -4.2649
H -6.6432 -1.1507 -2.2739
H -5.6492 -1.0279 -0.0334
H -4.6292 -1.4114 2.7550
H -5.6964 0.3871 4.0039
H -5.3260 2.7456 3.3274
H -3.6620 3.2734 1.6396
H -5.1334 -2.6643 1.2161
H -5.0709 -5.0052 1.8734
H -2.8979 -6.1814 2.0380
H -0.8698 -5.1056 1.2894
H 0.5942 -4.1526 0.4500
H 0.7176 -3.1833 -1.0426
H 0.8582 -0.9601 2.4864
H 3.5733 -2.1321 3.3079
H 3.3034 -0.5086 2.6865
H 2.6001 -1.0120 4.2328
H 1.4944 -3.8625 3.2186
H 0.7358 -2.6974 4.2855
H -0.0868 -3.1779 2.8072
H 4.2641 -2.4826 0.7815
H 2.6443 -5.0146 1.4399
H 4.3865 -4.9587 1.3066
H 3.6021 -4.0548 2.5826
H 2.8929 -4.5248 -1.0337
H 3.4648 -2.9339 -1.5898
H 4.6060 -4.1217 -0.9738
H 2.3318 3.2354 2.0174
H -0.0938 5.1173 2.0076
H 0.9374 4.6852 3.3740
H 1.5620 5.7008 2.0930
H 1.0328 4.6284 -0.3585
H 2.7321 4.6275 0.1166
H 2.0156 3.1369 -0.4944
O 5.0296 0.0367 -3.2494
P 4.1198 0.2611 -1.9793
O 3.1098 -0.8577 -1.8568
O 3.4746 1.6019 -2.0237
O 5.1188 0.1384 -0.7511
P 4.7503 1.0415 0.5733
O 5.0582 2.5039 0.0614
O 5.5165 0.5820 1.7163
O 3.2223 0.9371 0.7468
H 5.6706 -0.6643 -3.1499
H 4.6394 2.6298 -0.7990

=====

Entry 2:
19
Properties=species:S:1:pos:R:3 method="wB97M-V/def2-TZVPD" s_squared=0.76 de_lowest_kcal_mol=33.7 spin_multiplicity=2 homo_energy_ev="-7.68 / -7.66" orbital_gap_ev="7.4 / 3.3"
C -0.3928 1.8443 -4.0358
C -0.9148 1.8632 -2.5698
O -1.8167 2.6438 -2.2938
O -0.2383 1.0724 -1.8391
H -1.2017 1.4101 -4.6325
H 0.5465 1.3366 -4.2315
H -0.3041 2.8294 -4.5067
C 1.1278 -2.2668 3.2646
C -0.2658 0.5724 1.7091
C 0.4897 -1.2733 2.3972
C 0.1524 -1.4088 0.9970
N 0.0912 -0.0735 2.8217
N -0.1995 -0.2173 0.6086
H -0.9184 1.4367 1.7048
H -0.4928 0.0456 -0.3521
H 0.3140 -2.3031 0.4178
H 0.7098 -3.2652 3.2707
H 1.1326 -1.8262 4.2637
H 2.1809 -2.4203 3.0065

=====

Entry 3:
15
Properties=species:S:1:pos:R:3 method="wB97M-V/def2-TZVPD" s_squared=2.01 de_lowest_kcal_mol=78.3 spin_multiplicity=3 total_charge=+1 homo_energy_ev="-9.88 / -13.98" orbital_gap_ev="6.6 / 5.9"
C 0.6237 0.0856 0.0147
C -1.8427 0.0615 0.0510
N 1.8159 -0.8998 0.1688
N -0.5122 -0.5540 -0.0084
N 0.9552 1.3469 0.1578
O 2.9003 -0.1261 -0.1492
O -0.4488 -1.9441 -0.0231
H -1.6547 1.0578 -0.0293
H -2.5802 -0.4331 -0.6562
H -2.4185 0.0147 0.9136
H 1.8399 -1.6488 -0.4648
H 1.9441 1.4378 0.3838
H 0.4502 2.0111 -0.3816
H 3.4827 -0.1797 0.6080
H -1.2323 -2.2342 -0.5302

=====

Entry 4:
29
Properties=species:S:1:pos:R:3 method="wB97M-V/def2-TZVPD" de_lowest_kcal_mol=122.1 spin_multiplicity=1 homo_energy_ev="-7.35 / -7.35" orbital_gap_ev="7.4 / 7.4"
C -2.3726 -2.1576 2.4296
C -2.8147 -0.9744 1.8733
C -1.0807 -2.4990 2.3555
C -2.0076 -0.1629 1.1667
C -0.2383 -1.7721 1.5826
C -0.6632 -0.5859 0.9920
C 0.5836 3.3655 -0.1861
C 0.4252 2.2857 0.6043
C 2.4347 0.1761 0.0583
C 0.0281 -0.0745 -2.8250
C 3.4339 0.6651 -0.9856
C -1.2769 -0.7058 -3.0991
O 2.7773 -0.3310 1.0991
O 1.0094 0.1821 -3.4642
Si 0.5222 0.4515 -0.0626
H -3.0217 -2.5650 3.1827
H -3.8441 -0.7663 2.1192
H -0.5953 -3.2557 2.9980
H -2.1693 0.7269 0.6725
H 0.8749 -1.8875 1.5382
H 0.7632 4.4120 0.1268
H 0.6698 3.1642 -1.2006
H 0.1560 2.3985 1.6957
H 3.1446 1.4437 -1.6118
H 4.3890 1.1186 -0.4827
H 3.7775 -0.2405 -1.4359
H -1.5748 -0.8661 -4.1198
H -1.1933 -1.4964 -2.3546
H -2.1369 -0.0492 -2.6665

=====

Entry 5:
14
Properties=species:S:1:pos:R:3 method="wB97M-V/def2-TZVPD" de_lowest_kcal_mol=79.7 spin_multiplicity=1 homo_energy_ev=-8.80 orbital_gap_ev=9.7 smiles="C=C=CO.C=C"
C -1.5348 0.5934 -0.9781
C -1.5384 -0.2259 0.0683
C 0.9744 -0.7088 1.0696
O 0.9560 -2.0538 0.8185
C 1.4072 0.2192 0.2503
C 1.4291 1.1203 -0.6958
H 0.4740 1.2837 -1.2052
H -1.6953 1.6613 -0.8619
H -1.3694 0.2235 -1.9861
H -1.3878 -1.2976 -0.0273
H -1.7168 0.1405 1.0752
H 0.5731 -0.4803 2.0541
H 1.2344 -2.1921 -0.0982
H 2.2819 1.7138 -1.0083

=====

Entry 6:
7
Properties=species:S:1:pos:R:3 method="wB97M-V/def2-TZVPD" de_lowest_kcal_mol=12.7 spin_multiplicity=1 homo_energy_ev=-10.51 orbital_gap_ev=8.4
O 0.5200 1.3886 -1.1869
O -1.1822 -0.5252 -0.8186
O 0.7882 -0.1975 0.8518
P -0.1086 0.4912 -0.2721
Br -1.0062 -2.3306 -0.6584
Br 2.4875 -0.4546 0.5958
Br -1.4988 1.6280 1.4884